Below is a cluster of 8 separate species, C44H42F6O6 in total, with properties calculated with ωB97M-V with the def2-TZVPD basis set.

Output
Kohn-Sham gap: 9.56 eV
Electronic energy: -74898.703 eV
Structure (SMILES): C[C@H]1COC(=O)O1.C[C@H]1COC(=O)O1.Fc1ccccc1.Fc1ccccc1.Fc1ccccc1.Fc1ccccc1.Fc1ccccc1.Fc1ccccc1
Total charge: 0

Last column: Mulliken charge in e.
Geometry (Å):
1 C -8.371 32.991 -18.317  -1.509
2 C -8.541 34.502 -18.362  1.323
3 C -8.268 35.209 -17.033  -0.485
4 O -7.352 36.235 -17.363  -0.349
5 C -6.798 36.000 -18.565  0.721
6 O -5.863 36.577 -19.003  -0.548
7 O -7.439 34.982 -19.177  -0.398
8 H -8.501 32.529 -19.293  0.360
9 H -9.202 32.655 -17.686  0.395
10 H -7.377 32.769 -17.942  0.381
11 H -9.459 34.898 -18.794  -0.526
12 H -7.874 34.555 -16.258  0.296
13 H -9.243 35.607 -16.746  0.343
14 C -6.241 37.382 -23.918  -1.124
15 C -5.113 37.492 -24.922  0.430
16 C -5.650 37.611 -26.370  -0.330
17 O -5.058 38.832 -26.818  -0.382
18 C -4.486 39.493 -25.796  0.654
19 O -4.091 40.603 -25.832  -0.521
20 O -4.372 38.668 -24.738  -0.389
21 H -6.993 38.168 -23.919  -0.053
22 H -5.859 37.313 -22.896  0.473
23 H -6.755 36.424 -24.054  0.407
24 H -4.478 36.607 -24.848  0.320
25 H -6.736 37.666 -26.429  0.157
26 H -5.284 36.812 -27.012  0.330
27 F -16.884 40.220 -24.097  -0.311
28 C -16.339 39.001 -23.892  0.294
29 C -15.359 38.823 -22.964  -0.568
30 C -14.819 37.568 -22.766  -0.242
31 C -15.205 36.541 -23.625  -0.365
32 C -16.182 36.742 -24.610  -0.509
33 C -16.748 38.009 -24.769  -0.397
34 H -15.081 39.665 -22.339  0.418
35 H -14.039 37.417 -22.034  0.417
36 H -14.842 35.540 -23.438  0.425
37 H -16.533 35.859 -25.126  0.417
38 H -17.534 38.241 -25.473  0.409
39 F -9.177 40.516 -19.351  -0.208
40 C -8.827 41.808 -19.451  -0.085
41 C -7.488 42.155 -19.522  -0.020
42 C -7.126 43.480 -19.720  -0.664
43 C -8.111 44.427 -19.917  -0.372
44 C -9.463 44.084 -19.918  -0.630
45 C -9.806 42.770 -19.647  -0.059
46 H -6.727 41.391 -19.412  0.465
47 H -6.093 43.799 -19.745  0.386
48 H -7.846 45.466 -20.071  0.366
49 H -10.229 44.818 -20.116  0.412
50 H -10.842 42.453 -19.615  0.400
51 F -8.556 38.045 -20.949  -0.393
52 C -9.645 37.293 -21.072  0.322
53 C -10.456 37.037 -19.993  -0.777
54 C -11.563 36.236 -20.131  0.176
55 C -11.904 35.693 -21.368  -0.737
56 C -11.133 36.012 -22.489  -0.599
57 C -10.001 36.785 -22.317  -0.160
58 H -10.217 37.500 -19.040  0.572
59 H -12.154 35.986 -19.262  0.178
60 H -12.704 34.967 -21.435  0.594
61 H -11.470 35.724 -23.475  0.473
62 H -9.376 37.107 -23.143  0.339
63 F -9.007 38.760 -25.666  -0.348
64 C -8.666 39.932 -25.097  0.216
65 C -8.769 40.051 -23.715  -0.402
66 C -8.299 41.193 -23.078  -0.019
67 C -7.738 42.245 -23.817  -0.510
68 C -7.662 42.112 -25.192  -0.534
69 C -8.081 40.947 -25.828  -0.314
70 H -9.241 39.341 -23.052  0.348
71 H -8.457 41.230 -22.010  0.213
72 H -7.446 43.158 -23.319  0.487
73 H -7.228 42.930 -25.751  0.365
74 H -7.985 40.763 -26.892  0.458
75 F -13.659 33.410 -23.747  -0.218
76 C -14.063 33.375 -25.027  0.339
77 C -13.685 34.384 -25.908  0.039
78 C -14.102 34.350 -27.230  -0.661
79 C -14.935 33.330 -27.677  -0.320
80 C -15.332 32.333 -26.803  -0.535
81 C -14.959 32.426 -25.466  -0.480
82 H -13.021 35.183 -25.602  0.360
83 H -13.777 35.164 -27.864  0.388
84 H -15.388 33.434 -28.656  0.344
85 H -16.072 31.600 -27.090  0.361
86 H -15.329 31.610 -24.854  0.395
87 F -15.010 37.074 -17.262  -0.308
88 C -14.454 35.908 -16.901  0.530
89 C -14.196 35.680 -15.561  -0.457
90 C -13.598 34.494 -15.160  -0.492
91 C -13.119 33.630 -16.138  -0.622
92 C -13.390 33.872 -17.476  -0.235
93 C -14.076 35.003 -17.884  -0.503
94 H -14.445 36.388 -14.780  0.416
95 H -13.404 34.303 -14.113  0.374
96 H -12.729 32.679 -15.795  0.430
97 H -13.061 33.061 -18.116  0.390
98 H -14.286 35.196 -18.927  0.559